{
  "formula": "C32H57BaN2O2P2",
  "method": "the ωB97M-V functional and the def2-TZVPD basis",
  "elements": ["C", "C", "C", "C", "C", "H", "H", "H", "N", "P", "P", "C", "H", "H", "C", "H", "C", "C", "C", "C", "C", "H", "H", "H", "C", "H", "H", "H", "C", "H", "H", "H", "C", "H", "H", "H", "C", "H", "H", "H", "C", "H", "H", "H", "C", "H", "H", "H", "C", "H", "H", "H", "C", "H", "H", "H", "C", "H", "H", "H", "C", "H", "H", "H", "C", "H", "H", "H", "Ba", "C", "O", "N", "C", "C", "C", "C", "C", "H", "H", "H", "H", "H", "H", "H", "H", "H", "C", "C", "C", "O", "H", "H", "H", "H", "H", "H"],
  "positions_angstrom": [[-2.245, 0.931, -1.550], [-2.551, -1.252, -0.725], [-3.408, 0.846, -2.321], [-3.826, -1.298, -1.352], [-4.242, -0.265, -2.171], [-3.657, 1.668, -2.992], [-4.432, -2.189, -1.207], [-5.194, -0.310, -2.702], [-1.803, -0.086, -0.785], [-0.603, 2.766, -0.048], [-0.419, -2.819, 0.363], [-1.410, 2.239, -1.624], [-0.615, 2.091, -2.376], [-2.039, 3.071, -1.985], [-2.072, -2.423, -0.038], [-2.839, -3.162, 0.211], [0.383, -3.690, -1.143], [-0.499, -3.883, 1.954], [1.007, 3.761, -0.426], [-1.957, 3.629, 0.935], [1.908, -3.510, -1.012], [2.293, -3.878, -0.051], [2.411, -4.070, -1.814], [2.192, -2.451, -1.102], [-0.001, -5.170, -1.188], [0.393, -5.743, -0.338], [-1.089, -5.307, -1.241], [0.433, -5.610, -2.100], [-0.118, -3.000, -2.421], [0.392, -3.437, -3.293], [-1.198, -3.147, -2.553], [0.085, -1.921, -2.410], [0.917, -4.390, 2.293], [1.652, -3.573, 2.346], [0.896, -4.877, 3.280], [1.290, -5.135, 1.576], [-1.007, -2.965, 3.083], [-0.413, -2.047, 3.208], [-2.055, -2.677, 2.944], [-0.940, -3.517, 4.032], [-1.470, -5.058, 1.808], [-1.202, -5.748, 1.000], [-1.452, -5.635, 2.746], [-2.500, -4.724, 1.646], [-1.456, 3.797, 2.391], [-2.274, 4.201, 3.009], [-1.131, 2.845, 2.840], [-0.612, 4.500, 2.464], [-3.223, 2.748, 0.923], [-3.676, 2.701, -0.078], [-3.016, 1.724, 1.264], [-3.964, 3.191, 1.609], [-2.316, 4.977, 0.302], [-3.266, 5.322, 0.741], [-1.563, 5.750, 0.496], [-2.462, 4.890, -0.783], [1.343, 3.702, -1.923], [0.562, 4.168, -2.540], [2.279, 4.259, -2.093], [1.508, 2.671, -2.271], [2.127, 3.052, 0.374], [2.399, 2.080, -0.077], [3.030, 3.676, 0.352], [1.867, 2.906, 1.437], [0.896, 5.224, 0.013], [0.164, 5.780, -0.586], [0.649, 5.335, 1.078], [1.875, 5.705, -0.142], [0.513, 0.085, 0.952], [-2.455, 0.069, 2.847], [-3.428, -0.053, 3.438], [1.850, 0.057, -1.414], [2.266, 0.033, -2.511], [3.115, -0.072, -3.754], [2.537, -1.124, -4.699], [3.166, 1.276, -4.474], [4.514, -0.477, -3.295], [2.446, -2.098, -4.201], [1.550, -0.811, -5.063], [3.200, -1.244, -5.566], [3.547, 2.065, -3.812], [3.841, 1.198, -5.338], [2.171, 1.560, -4.842], [5.190, -0.561, -4.154], [4.920, 0.277, -2.607], [4.481, -1.450, -2.785], [-0.247, 1.008, 5.684], [0.662, 0.522, 4.609], [1.866, -0.256, 5.021], [0.429, 0.761, 3.392], [0.350, 1.237, 6.578], [-0.963, 0.212, 5.953], [-0.809, 1.898, 5.374], [2.195, -0.960, 4.244], [2.709, 0.427, 5.225], [1.645, -0.816, 5.937]],
  "atomic_forces_ev_per_a": [[-0.2, 0.0, -0.4], [0.9, -0.7, 0.8], [0.7, 0.9, 0.2], [-0.5, 0.5, -0.5], [0.3, -0.7, 0.5], [-0.1, -0.2, 0.2], [0.1, 0.2, -0.1], [0.3, -0.1, 0.2], [0.0, 0.1, 0.0], [0.0, -0.9, 0.3], [0.3, 0.8, 0.0], [-0.2, 0.0, -0.4], [-0.3, 0.1, 0.3], [0.1, -0.4, -0.1], [-0.9, 0.6, 0.2], [0.1, 0.1, -0.5], [-0.1, -0.3, 0.8], [0.1, 0.1, -1.0], [-0.8, 0.0, 0.0], [0.5, 0.5, -0.2], [-0.1, -0.2, -0.1], [-0.1, 0.0, -0.3], [0.0, 0.1, 0.1], [-0.1, -0.3, 0.0], [0.3, -0.2, -0.5], [-0.1, 0.2, -0.2], [0.2, 0.1, 0.1], [-0.1, -0.1, 0.2], [-0.1, 0.0, 0.1], [0.0, 0.1, 0.2], [0.3, 0.1, 0.1], [-0.1, -0.2, 0.0], [-0.1, -0.1, 0.2], [-0.2, -0.1, -0.1], [0.0, 0.1, -0.2], [-0.2, 0.2, 0.2], [0.0, -0.2, 0.1], [0.0, -0.1, -0.1], [0.2, -0.1, -0.1], [0.0, 0.1, -0.1], [0.0, -0.3, 0.4], [0.0, 0.2, 0.2], [-0.1, 0.0, -0.2], [0.2, 0.0, 0.0], [-0.1, 0.1, 0.0], [0.2, -0.1, -0.2], [-0.2, 0.2, -0.2], [-0.3, -0.2, 0.0], [0.1, -0.1, 0.0], [0.1, 0.0, 0.3], [-0.1, 0.3, -0.3], [0.3, -0.1, -0.2], [-0.3, 0.3, 0.3], [0.2, 0.0, -0.2], [-0.3, -0.2, 0.0], [0.0, 0.0, 0.2], [0.1, 0.1, 0.0], [0.2, -0.1, 0.2], [-0.2, -0.1, 0.0], [-0.1, 0.3, 0.1], [0.0, 0.2, 0.0], [-0.1, 0.4, 0.1], [-0.1, -0.1, 0.0], [0.0, 0.1, -0.3], [0.4, 0.2, -0.1], [0.2, -0.2, 0.2], [0.0, -0.1, -0.3], [-0.2, -0.1, 0.1], [-0.6, -0.6, -0.3], [-2.2, -0.4, 1.2], [2.2, 0.3, -1.3], [0.9, 0.1, -3.2], [0.1, -0.2, 2.2], [-0.4, 0.1, -0.1], [-0.3, -0.3, 0.0], [-0.1, 0.4, 0.1], [0.3, -0.1, 0.6], [0.0, 0.2, -0.1], [0.2, -0.2, 0.1], [-0.1, 0.1, 0.2], [-0.1, -0.1, -0.2], [-0.2, 0.0, 0.2], [0.2, 0.0, 0.1], [-0.3, 0.1, 0.1], [0.0, -0.2, -0.2], [0.1, 0.3, -0.1], [-0.1, 0.4, 0.3], [-0.4, 0.5, -2.3], [0.3, -0.5, 0.0], [0.7, -0.3, 3.2], [-0.3, -0.1, -0.2], [0.3, 0.2, -0.1], [0.1, -0.3, 0.0], [-0.2, 0.3, 0.1], [-0.4, -0.1, 0.0], [0.2, 0.1, -0.1]],
  "lowdin_charge": [-0.3739, -0.3840, -0.0823, -0.0499, -0.0719, 0.1035, 0.1083, 0.1097, -0.0141, 0.9808, 0.8809, -0.2826, 0.0729, 0.0807, -0.3332, 0.0472, -0.6927, -0.6909, -0.6724, -0.6939, -0.1153, 0.0599, 0.0859, 0.0332, -0.1031, 0.0629, 0.0874, 0.0867, -0.0999, 0.0838, 0.0834, 0.0545, -0.1039, 0.0679, 0.0860, 0.0700, -0.1230, 0.0354, 0.0646, 0.0917, -0.0929, 0.0604, 0.0904, 0.0753, -0.0900, 0.0943, 0.0457, 0.0679, -0.0838, 0.0863, 0.0267, 0.1014, -0.0940, 0.0935, 0.0612, 0.0805, -0.1012, 0.0934, 0.0965, 0.0426, -0.1506, 0.0202, 0.0928, 0.0642, -0.0960, 0.0807, 0.0697, 0.0927, 1.5435, 0.0287, 0.0875, 0.0456, -0.1032, -0.5881, -0.0375, -0.0452, -0.0373, 0.0829, 0.0991, 0.1018, 0.0886, 0.1015, 0.0962, 0.1017, 0.0969, 0.0946, 0.0012, -0.4478, -0.0026, -0.3017, 0.1017, 0.1152, 0.0947, 0.0890, 0.1143, 0.1007],
  "charge": 1,
  "mol_weight_g_mol": 701.1,
  "homo_lumo_gap_ev": 5.403,
  "multiplicity": 1,
  "de_lowest_kcal_mol": 0.00,
  "total_energy_ha": -2221.55799
}